Entry 1:
Formula: C33H66O15
Source: the OMol25 dataset
Level of theory: ωB97M-V/def2-TZVPD

Last columns: bonded neighbours and bond lengths (Å).
Atoms and positions in Å:
1 H -0.49303 -3.09454 -4.82046  C104 0.941
2 O -0.21103 1.21746 -1.86046  C40 1.251
3 H -2.35503 9.44546 -1.46546  C47 1.129
4 C 3.88097 -2.06854 1.38554  O28 1.342, C58 1.549, C63 1.560
5 H -4.99203 2.14946 -1.47846  C14 1.074
6 O -3.34403 5.01246 -2.98846  C56 1.145
7 H -2.24103 8.25346 -0.25946  C47 0.955
8 C -3.74703 -0.53054 -3.89446  O41 1.275, O55 1.327, C70 1.521
9 H -2.66103 -0.16254 -0.68646  C60 1.094
10 H 5.14197 -1.77054 -0.27846  C58 1.096
11 H -2.30803 0.72746 -4.56246  C70 1.063
12 H -3.26303 0.32446 -5.99046  C70 1.181
13 H 5.13697 3.11646 1.02554  C67 1.017
14 C -5.76203 1.79046 -2.13546  H5 1.074, H24 1.115, C33 1.532, H72 1.068
15 C 0.19797 -4.24354 0.66254  H26 1.126, H46 1.147, C74 1.533, H88 1.047
16 H 1.68997 2.37146 2.89054  C65 1.054
17 H 2.53897 4.44746 -1.97246  C106 0.996
18 H 4.75797 4.12946 3.37954  C103 1.086
19 H 5.90197 -1.55554 1.36154  C58 1.075
20 H 3.52197 -3.40054 -1.31246  C96 1.168
21 H 4.02897 -0.20554 2.18154  C63 0.956
22 H 1.19297 3.86046 -1.09246  C106 1.080
23 O -0.14903 0.84946 4.21554  C101 1.383
24 H -6.69703 1.77846 -1.52846  C14 1.115
25 H 1.53497 -1.52754 -1.49046  C83 0.996
26 H 0.29597 -5.33654 0.41154  C15 1.126
27 H 1.37397 -4.50454 4.48754  C90 1.188
28 O 3.20297 -3.15154 1.79554  C4 1.342
29 C 0.04797 -2.82754 5.08754  O43 1.434, C90 1.537, H92 1.234, H98 1.048
30 C -1.46403 2.95246 3.60354  H48 1.152, H68 1.038, H81 1.107, C101 1.499
31 C -3.25903 -3.86054 3.61954  H64 1.056, H76 0.976, C78 1.587, H99 1.148
32 C -2.22203 -0.31554 1.51054  H35 1.139, H54 1.133, C60 1.576, H82 1.056
33 C -5.32003 0.36546 -2.48146  C14 1.532, O55 1.395, H95 0.925, H112 0.959
34 O -0.68703 -0.40554 -0.32846  C40 1.326, C60 1.340
35 H -2.83903 0.40246 2.14454  C32 1.139
36 O 3.54297 1.80946 -0.79146  C80 1.221
37 H 2.00897 0.11446 -1.76546  C83 1.098
38 H 3.01897 -3.58054 -2.87746  C96 1.070
39 H -2.04303 -4.03254 -2.75446  C109 1.108
40 C 0.06997 0.15646 -1.26046  O2 1.251, O34 1.326, C83 1.520
41 O -3.93303 -1.70454 -3.43246  C8 1.275
42 O -2.05103 6.06346 -1.49246  C56 1.350, C111 1.453
43 O -1.03103 -3.56054 4.49254  C29 1.434, C78 1.418
44 H 3.66397 -6.08654 -0.26446  C61 1.207
45 O -2.00403 -3.76054 -0.21246  C74 1.204
46 H -0.35803 -3.93154 1.61554  C15 1.147
47 C -1.89803 8.47146 -1.12346  H3 1.129, H7 0.955, H71 1.135, C111 1.549
48 H -2.27503 2.32246 4.12654  C30 1.152
49 H -2.35203 2.72746 -1.90146  C73 1.092
50 H -3.48103 7.21946 -2.07746  C111 1.108
51 O -0.22003 -3.84754 -1.62846  C74 1.349, C109 1.522
52 H 2.24397 -0.90054 2.18654  C63 1.196
53 H -2.00103 7.52246 -3.04546  C111 1.053
54 H -1.33103 -0.39054 2.20654  C32 1.133
55 O -4.37203 0.56646 -3.48546  C8 1.327, C33 1.395
56 C -2.61603 5.00046 -2.10446  O6 1.145, O42 1.350, C73 1.638
57 H 0.66297 1.92246 1.33054  C65 1.267
58 C 5.28197 -2.16854 0.73354  C4 1.549, H10 1.096, H19 1.075, H102 1.141
59 H 0.03397 -4.45754 -4.22046  C104 1.028
60 C -1.87603 0.09846 0.02954  H9 1.094, C32 1.576, O34 1.340, H77 1.084
61 C 4.60697 -6.03954 -1.01646  H44 1.207, H86 1.138, H100 1.152, C114 1.452
62 H 4.08497 2.47146 2.10254  C67 1.134
63 C 3.31897 -0.65354 1.72454  C4 1.560, H21 0.956, H52 1.196, H97 1.064
64 H -4.24103 -3.93154 4.00154  C31 1.056
65 C 0.72197 2.45046 2.48054  H16 1.054, H57 1.267, H75 1.061, C101 1.500
66 H -1.37403 3.81046 -0.59246  C73 1.170
67 C 4.22797 3.35946 1.41254  H13 1.017, H62 1.134, C103 1.578, O110 1.323
68 H -2.02803 3.02346 2.73554  C30 1.038
69 H -2.38703 -0.89854 -5.31246  C70 0.937
70 C -2.79003 -0.11254 -5.00046  C8 1.521, H11 1.063, H12 1.181, H69 0.937
71 H -0.77703 8.64246 -1.17746  C47 1.135
72 H -6.11903 2.42146 -2.91946  C14 1.068
73 C -2.30403 3.62146 -1.27646  H49 1.092, C56 1.638, H66 1.170, H79 1.024
74 C -0.82703 -3.90154 -0.42446  C15 1.533, O45 1.204, O51 1.349
75 H 0.61397 3.48746 2.28554  C65 1.061
76 H -3.41703 -3.18054 2.93754  C31 0.976
77 H -1.81503 1.18046 0.01054  C60 1.084
78 C -2.34603 -3.04954 4.63354  C31 1.587, O43 1.418, O93 1.251
79 H -3.02103 3.52546 -0.55146  C73 1.024
80 C 3.13697 2.94846 -0.62546  O36 1.221, C106 1.547, O110 1.333
81 H -1.24803 3.71546 4.37654  C30 1.107
82 H -2.60403 -1.29854 1.45654  C32 1.056
83 C 1.22297 -0.64854 -1.83846  H25 0.996, H37 1.098, C40 1.520, H108 1.058
84 H -1.28303 -2.55054 -2.43846  C109 0.912
85 H 0.76097 -2.95754 -3.58246  C104 1.145
86 H 4.93597 -7.12754 -1.07546  C61 1.138
87 H 2.21697 -2.96354 5.19954  C90 1.070
88 H 1.00397 -3.62654 0.40654  C15 1.047
89 O 4.54597 -5.82254 -3.34546  C114 1.261
90 C 1.41497 -3.32154 4.58854  H27 1.188, C29 1.537, H87 1.070, H91 0.971
91 H 1.34597 -3.03054 3.66454  C90 0.971
92 H -0.24703 -3.11754 6.25054  C29 1.234
93 O -2.77003 -2.25954 5.50554  C78 1.251
94 H 1.68497 2.94346 -2.24246  C106 1.050
95 H -4.93203 -0.12954 -1.80346  C33 0.925
96 C 3.11297 -4.22654 -2.02946  H20 1.168, H38 1.070, H113 1.029, C114 1.570
97 H 3.41097 -0.12954 0.80354  C63 1.064
98 H -0.05503 -1.87454 4.66454  C29 1.048
99 H -2.68103 -4.77454 3.23354  C31 1.148
100 H 5.35797 -5.38354 -0.44046  C61 1.152
101 C -0.30603 2.00946 3.47954  O23 1.383, C30 1.499, C65 1.500
102 H 5.68597 -3.23054 0.63454  C58 1.141
103 C 4.10497 4.42946 2.56554  H18 1.086, C67 1.578, H105 1.224, H107 1.075
104 C -0.16403 -3.46854 -4.02246  H1 0.941, H59 1.028, H85 1.145, C109 1.601
105 H 4.57397 5.48546 2.16154  C103 1.224
106 C 2.12797 3.62846 -1.58146  H17 0.996, H22 1.080, C80 1.547, H94 1.050
107 H 3.03197 4.50046 2.56754  C103 1.075
108 H 0.93497 -1.00654 -2.79146  C83 1.058
109 C -1.13803 -3.39354 -2.75446  H39 1.108, O51 1.522, H84 0.912, C104 1.601
110 O 3.35997 3.68046 0.46654  C67 1.323, C80 1.333
111 C -2.38103 7.35146 -2.07846  O42 1.453, C47 1.549, H50 1.108, H53 1.053
112 H -5.73503 -0.36954 -2.93746  C33 0.959
113 H 2.21797 -4.59154 -1.67746  C96 1.029
114 C 4.10897 -5.42254 -2.23246  C61 1.452, O89 1.261, C96 1.570

Computed properties:
- Energy relative to the best compared isomer or geometry (same formula, charge and spin): 10.9870 eV
- E_HOMO: -9.606 eV
- SMILES: CCOC(C)=O.CCOC(C)=O.CCOC(C)=O.CCOC(C)=O.CCOC(C)=O.CCOC(C)=O.CC(C)=O.CC(C)=O.CC(C)=O
- M: 702.88 g mol⁻¹

Entry 2:
Formula: C33H67BBr22ClNO4P
Source: the OMol25 dataset
Level of theory: ωB97M-V/def2-TZVPD

Last columns: bonded neighbours and bond lengths (Å).
Atoms and positions in Å:
1 C 13.43511 1.24493 0.73709  C13 1.504, H39 1.088, H76 1.086, Br103 1.946
2 H 2.99490 -3.61262 -2.34403  C66 1.088
3 H 2.27711 -2.25633 -5.87690  C48 1.086
4 H -9.30411 1.98475 -0.23653  C37 1.085
5 C 3.01492 0.44669 -0.80871  C19 1.494, O41 1.333, O56 1.181
6 H -4.17211 3.29238 1.50824  C127 1.086
7 H -1.92780 7.52838 2.30452  C25 1.088
8 H 0.85605 -4.78079 -2.13933  C98 1.087
9 H -3.02040 2.31682 -2.33830  C105 1.086
10 H 2.97339 -0.81467 -2.82079  C113 1.087
11 H -2.71153 -5.36625 5.22051  C108 1.085
12 C 1.49398 -3.08292 -0.96641  C66 1.520, C98 1.533, H102 1.088, H121 1.083
13 C 13.14800 0.99434 2.19225  C1 1.504, H26 1.085, H122 1.088, Br129 1.942
14 H 0.97398 -5.09619 -0.42978  C98 1.090
15 H 6.90282 4.75176 -0.46458  C100 1.088
16 H 5.25619 2.80776 0.06105  C93 1.086
17 H 1.72184 -2.69208 -3.08003  C66 1.084
18 B -1.44210 -2.92876 -1.95903  H47 1.218, C62 1.638, P84 1.936, C117 1.685
19 C 1.79834 1.10715 -0.24648  C5 1.494, H40 1.081, H50 1.081, H87 1.082
20 C 8.85023 0.18482 -0.28364  C36 1.505, Br60 1.951, H83 1.088, H115 1.086
21 C -3.91336 0.95576 -0.39508  H22 1.090, H28 1.083, N33 1.468, H77 1.082
22 H -3.43968 0.63386 0.53291  C21 1.090
23 H -3.13522 1.02237 -3.49626  C105 1.086
24 H 3.59292 -0.69922 -7.50077  C114 1.088
25 C -1.86063 7.61080 3.38755  H7 1.088, H70 1.085, C96 1.505, Br123 1.949
26 H 13.35127 -0.02698 2.49727  C13 1.085
27 Br -8.24920 -1.66192 4.27694  C112 1.943
28 H -3.90937 2.03864 -0.41641  C21 1.083
29 H -0.19693 -7.05968 4.71542  C45 1.085
30 H 3.25086 -0.98268 -5.11674  C48 1.089
31 H 9.24290 -1.84556 0.27592  C36 1.088
32 C -2.19923 -0.57414 -1.07749  N33 1.439, O106 1.185, C117 1.497
33 N -3.21077 0.34404 -1.52945  C21 1.468, C32 1.439, C105 1.470
34 Br 1.34990 -1.11332 -8.44572  C114 1.947
35 Br 5.14515 5.58656 1.05354  C100 1.948
36 C 9.44262 -1.17140 -0.55456  C20 1.505, H31 1.088, Br49 1.949, H88 1.086
37 C -8.65526 1.11813 -0.31340  H4 1.085, Br51 1.947, H69 1.089, C91 1.508
38 H 4.26123 -1.74900 -2.14391  C113 1.086
39 H 14.50778 1.26843 0.55591  C1 1.088
40 H 1.29087 0.39569 0.39065  C19 1.081
41 O 3.01176 -0.88494 -0.74559  C5 1.333, C113 1.439
42 H -1.00883 -3.88907 0.09041  C62 1.090
43 Br -1.43295 1.95556 -9.66003  C109 1.947
44 H -1.36092 -5.02204 -1.18820  C62 1.097
45 C -1.15309 -6.64496 4.41224  H29 1.085, H63 1.088, Br99 1.945, C108 1.506
46 Br -0.72902 -4.90528 6.65177  C108 1.948
47 H -0.58989 -2.13457 -2.31303  B18 1.218
48 C 2.40942 -1.18329 -5.77829  H3 1.086, H30 1.089, C114 1.506, Br124 1.943
49 Br 8.62553 -2.01677 -2.10859  C36 1.949
50 H 2.09403 1.97242 0.32968  C19 1.081
51 Br -7.56027 1.08136 1.29550  C37 1.947
52 H -2.63950 -2.32999 -0.07094  C117 1.087
53 Br -3.61758 1.29599 3.57884  C64 1.944
54 H -3.55806 -2.08351 -1.57794  C117 1.084
55 H -4.14304 3.65495 4.08798  C64 1.088
56 O 3.92586 1.05384 -1.25225  C5 1.181
57 H -1.16010 5.61704 3.88564  C96 1.085
58 H -3.42459 4.80147 2.06663  C127 1.088
59 C -0.47610 1.98725 -6.95559  H67 1.084, H95 1.088, C109 1.505, Br128 1.945
60 Br 9.52345 1.52890 -1.52768  C20 1.951
61 H -2.37764 -2.29443 6.83459  C101 1.089
62 C -0.83661 -4.08430 -0.96772  B18 1.638, H42 1.090, H44 1.097, C98 1.529
63 H -1.75782 -7.42496 3.95398  C45 1.088
64 C -3.33060 3.21746 3.51110  Br53 1.944, H55 1.088, H118 1.086, C127 1.505
65 C -4.43174 -1.93828 7.34419  H85 1.085, Br90 1.947, H92 1.088, C101 1.506
66 C 2.33653 -2.76064 -2.18971  H2 1.088, C12 1.520, H17 1.084, C113 1.528
67 H -0.62687 0.91534 -7.02123  C59 1.084
68 C -10.70792 -2.63959 3.17684  Br97 1.947, H111 1.088, C112 1.506, H120 1.085
69 H -9.25583 0.21100 -0.27078  C37 1.089
70 H -1.66143 8.64230 3.65867  C25 1.085
71 Br -3.58526 -2.66251 4.71702  C101 1.946
72 H -2.29280 -6.76722 6.22649  C108 1.089
73 H 6.97510 2.38046 0.02214  C93 1.088
74 H -9.86220 -0.73779 2.66130  C112 1.089
75 H -1.63165 1.21123 -2.60897  C105 1.085
76 H 12.98719 2.16339 0.37051  C1 1.086
77 H -4.92451 0.57181 -0.36477  C21 1.082
78 H 7.43965 4.63785 1.22299  C100 1.085
79 H -2.99898 -0.75323 6.21126  C101 1.086
80 Cl -4.14540 -4.48372 -2.97698  P84 2.128
81 H 2.47184 0.59023 -7.02453  C114 1.086
82 H 0.10255 6.75084 3.37532  C96 1.088
83 H 9.14316 0.53923 0.70199  C20 1.088
84 P -2.25827 -3.68068 -3.54482  B18 1.936, Cl80 2.128, O110 1.691
85 H -4.84085 -2.94338 7.33230  C65 1.085
86 H -8.41376 0.92168 -2.43654  C91 1.088
87 H 1.14058 1.45569 -1.03154  C19 1.082
88 H 10.51084 -1.13161 -0.74362  C36 1.086
89 Br -0.38807 7.03928 5.77753  C96 1.947
90 Br -5.87695 -0.72845 6.85780  C65 1.947
91 C -7.80643 1.13365 -1.55923  C37 1.508, H86 1.088, H104 1.087, Br116 1.946
92 H -4.16767 -1.66933 8.36510  C65 1.088
93 C 6.22163 2.98126 0.52717  H16 1.086, H73 1.088, C100 1.504, Br119 1.950
94 H 0.77818 2.37260 -8.65073  C109 1.089
95 H 0.34232 2.19440 -6.26996  C59 1.088
96 C -0.83218 6.65086 3.92223  C25 1.505, H57 1.085, H82 1.088, Br89 1.947
97 Br -10.25223 -4.53000 3.07823  C68 1.947
98 C 0.65610 -4.35236 -1.16019  H8 1.087, C12 1.533, H14 1.090, C62 1.529
99 Br -0.79217 -5.37207 2.98687  C45 1.945
100 C 6.62498 4.43001 0.53677  H15 1.088, Br35 1.948, H78 1.085, C93 1.504
101 C -3.24960 -1.78856 6.42328  H61 1.089, C65 1.506, Br71 1.946, H79 1.086
102 H 2.20047 -3.27449 -0.16194  C12 1.088
103 Br 12.75204 -0.19240 -0.38215  C1 1.946
104 H -6.97635 0.43351 -1.51825  C91 1.087
105 C -2.71124 1.29467 -2.53369  H9 1.086, H23 1.086, N33 1.470, H75 1.085
106 O -1.14354 -0.21512 -0.67575  C32 1.185
107 H -1.94086 -1.71858 -4.41193  O110 0.969
108 C -1.90112 -6.00730 5.55271  H11 1.085, C45 1.506, Br46 1.948, H72 1.089
109 C -0.21890 2.62626 -8.29409  Br43 1.947, C59 1.505, H94 1.089, H130 1.085
110 O -2.69434 -2.32552 -4.45831  P84 1.691, H107 0.969
111 H -11.51542 -2.50338 2.46003  C68 1.088
112 C -9.53541 -1.76334 2.82415  Br27 1.943, C68 1.506, H74 1.089, H125 1.086
113 C 3.20700 -1.51576 -2.02392  H10 1.087, H38 1.086, O41 1.439, C66 1.528
114 C 2.60530 -0.48457 -7.09744  H24 1.088, Br34 1.947, C48 1.506, H81 1.086
115 H 7.76709 0.19326 -0.36436  C20 1.086
116 Br -7.04779 2.89712 -1.87741  C91 1.946
117 C -2.58105 -2.02090 -1.11143  B18 1.685, C32 1.497, H52 1.087, H54 1.084
118 H -2.38802 3.41370 4.01304  C64 1.086
119 Br 6.11698 2.25967 2.33614  C93 1.950
120 H -11.08102 -2.45849 4.17957  C68 1.085
121 H 0.89938 -2.22534 -0.67654  C12 1.083
122 H 13.71730 1.67816 2.81848  C13 1.088
123 Br -3.64674 7.19220 4.04455  C25 1.949
124 Br 0.84517 -0.51045 -4.84291  C48 1.943
125 H -8.99408 -2.11106 1.94958  C112 1.086
126 Br -1.70641 3.28021 1.16058  C127 1.946
127 C -3.35899 3.71569 2.09142  H6 1.086, H58 1.088, C64 1.505, Br126 1.946
128 Br -2.05692 2.73205 -6.10212  C59 1.945
129 Br 11.28051 1.34734 2.59365  C13 1.942
130 H -0.33283 3.70540 -8.27540  C109 1.085

Computed properties:
- E_HOMO: -3.902 eV
- Total charge: -1
- M: 2377.03 g mol⁻¹

Quick rundown of frontier orbital gap, same order as above: 9.689, 5.213 eV